# C3H5N5

An isolated molecule of C3H5N5 at a distorted geometry (the ωB97M-V functional and the def2-TZVPD basis, the OMol25 dataset).

```
13
Properties=species:S:1:pos:R:3:forces:R:3
H -1.012920 0.252887 -2.987389 -0.1 0.4 0.4
N -1.159567 0.752785 -2.098737 0.3 -1.0 -0.7
C -0.471056 0.164405 -1.208299 0.1 0.4 -0.8
N 0.418479 -0.932294 -1.430733 0.0 -0.2 0.8
N -0.603537 0.726628 0.044087 1.1 -0.7 2.4
C 0.001826 0.405295 1.292983 -1.2 0.8 -1.0
C 0.974814 -0.692630 1.352523 -1.4 1.5 -0.3
N 1.745088 -1.512349 1.508149 1.1 -1.2 0.2
N -0.335769 1.063877 2.335473 0.6 -0.8 -0.3
H 0.170773 0.691234 3.146288 -0.2 0.3 -0.2
H 1.390691 -0.674218 -1.199113 -0.7 -0.2 -0.2
H 0.160306 -1.722324 -0.812994 0.3 0.6 -0.6
H -1.279130 1.476707 0.057761 0.0 0.1 0.3
```
Positions in Å, forces in eV/Å.

Properties
E_HOMO	-9.793	eV
HOMO-LUMO gap	0.3597	Eh
DFT total energy	-391.0758	a.u.
energy relative to the best compared isomer or geometry (same formula, charge and spin)	111.9	kJ/mol
maximum force	0.0530	hartree/bohr

---

# C3H5N5O

An isolated molecule of C3H5N5O at a distorted geometry (the ωB97M-V functional and the def2-TZVPD basis, the OMol25 dataset).

```
14
Properties=species:S:1:pos:R:3:forces:R:3
N -1.709882 0.066581 -1.761565 0.7 3.7 4.0
C -0.491728 -0.203069 -0.935388 -3.2 6.4 1.8
N -0.038966 0.754979 -0.108961 -1.7 -0.3 -2.3
C 0.956658 0.459121 0.782658 -1.0 -0.3 -0.4
N 1.346366 1.242653 1.701239 0.5 1.1 1.1
O 0.820852 2.557270 1.800671 -2.6 -0.7 -1.5
C 1.429737 -0.939313 0.781602 2.0 0.9 4.4
N 1.048980 -1.786087 -0.037064 -2.1 -1.8 -1.8
N 0.003092 -1.356738 -0.902578 0.0 -7.7 -2.5
H -2.399935 0.866278 -1.139810 3.0 -3.3 -2.5
H -2.230151 -0.756726 -1.922318 -0.7 -1.0 -0.1
H -0.153911 2.654981 1.370525 3.2 -0.9 0.9
H 2.023908 -1.365693 1.764779 -1.0 1.3 -3.0
H -0.605021 -2.194237 -1.393792 2.7 2.7 1.8
```
Positions in Å, forces in eV/Å.

Properties
E_HOMO	-8.335	eV
HOMO-LUMO gap	0.3117	Eh
DFT total energy	-466.1809	a.u.
energy relative to the best compared isomer or geometry (same formula, charge and spin)	373.2	kJ/mol
maximum force	0.1567	hartree/bohr

---

# C3H5NO

An isolated molecule of C3H5NO (the ωB97M-V functional and the def2-TZVPD basis, the OMol25 dataset).

```
10
Properties=species:S:1:pos:R:3:forces:R:3
C -1.049754 0.807148 0.335833 -0.1 -0.1 0.5
O -0.232981 0.568745 -0.797888 0.0 0.0 -0.1
C 0.518982 -0.616072 -0.762586 -0.1 0.1 -0.1
C 1.428736 -0.629643 0.395938 0.7 -0.2 0.6
N 2.123497 -0.632108 1.316435 -0.5 0.0 -0.6
H -2.047520 0.366438 0.230663 0.1 -0.1 -0.1
H -1.161378 1.887100 0.440273 0.0 -0.1 -0.1
H -0.595415 0.413290 1.259627 -0.1 0.2 -0.3
H 1.105825 -0.631132 -1.685091 0.0 -0.1 0.2
H -0.089996 -1.533762 -0.733203 0.0 0.2 0.0
```
Positions in Å, forces in eV/Å.

Properties
E_HOMO	-10.862	eV
HOMO-LUMO gap	0.4289	Eh
DFT total energy	-247.2648	a.u.
energy relative to the best compared isomer or geometry (same formula, charge and spin)	111.5	kJ/mol
maximum force	0.0181	hartree/bohr

---

# C3H5NO

An isolated molecule of C3H5NO at a distorted geometry (the ωB97M-V functional and the def2-TZVPD basis, the OMol25 dataset).

```
10
Properties=species:S:1:pos:R:3:forces:R:3
C -0.928556 -0.629620 0.069073 1.0 -0.6 -0.1
C -0.448318 0.707468 0.336519 -0.5 0.0 -0.2
N 0.860517 1.021716 -0.139566 0.0 0.0 -0.1
C 1.534685 -0.079962 -0.307258 -0.3 0.2 0.1
O 1.072574 -1.279483 -0.234258 -1.0 0.3 0.6
H -1.752554 -0.991072 0.715725 1.0 -0.5 -0.1
H -0.968620 -0.964562 -0.955264 -0.1 0.1 0.0
H -1.307998 1.036089 -0.316075 0.2 1.1 -0.1
H -0.676065 1.121064 1.329336 0.2 -0.3 -0.2
H 2.614333 0.058366 -0.498229 -0.4 -0.3 0.0
```
Positions in Å, forces in eV/Å.

Properties
E_HOMO (spin up / spin down)	-9.134 / -9.134	eV
HOMO-LUMO gap (spin up / spin down)	0.3153 / 0.3153	Eh
DFT total energy	-247.1869	a.u.
energy relative to the best compared isomer or geometry (same formula, charge and spin)	315.9	kJ/mol
maximum force	0.0242	hartree/bohr

---

# C3H5NO

An isolated molecule of C3H5NO (the ωB97M-V functional and the def2-TZVPD basis, the OMol25 dataset).

```
10
Properties=species:S:1:pos:R:3:forces:R:3
O 2.079629 0.487828 -0.751758 -0.3 -0.1 0.1
C 0.993316 0.350783 -0.220948 0.0 0.1 0.0
C 0.014040 1.259368 0.271716 0.1 0.2 0.1
C -0.943608 -0.869848 -0.234024 0.1 -0.1 0.0
N 0.356457 -0.956277 -0.021023 -0.1 0.0 0.0
H -0.514168 0.995731 1.181061 0.1 0.0 -0.2
H 0.155214 2.324202 0.094559 0.0 -0.2 0.0
H -1.626463 -1.516856 0.317010 0.1 0.1 -0.1
H -1.316347 -0.350591 -1.103030 0.1 0.0 0.1
H 0.801927 -1.724338 0.466437 -0.1 0.1 0.0
```
Positions in Å, forces in eV/Å.

Properties
E_HOMO (spin up / spin down)	-8.061 / -8.066	eV
HOMO-LUMO gap (spin up / spin down)	0.2829 / 0.2832	Eh
DFT total energy	-247.2012	a.u.
energy relative to the best compared isomer or geometry (same formula, charge and spin)	278.4	kJ/mol
maximum force	0.0070	hartree/bohr

---

# C3H5NO

A cluster of 2 separate species, C3H5NO in total at a distorted geometry (the ωB97M-V functional and the def2-TZVPD basis, the OMol25 dataset).

```
10
Properties=species:S:1:pos:R:3:forces:R:3
C 0.997020 -0.670664 -0.346033 0.9 0.1 1.2
N 2.002001 -0.031296 0.147588 -0.4 -0.2 -1.9
O 1.998205 1.191354 0.080260 0.7 3.6 0.9
H 1.024928 -1.686900 -0.255786 -0.2 -2.6 -0.1
H 0.141330 -0.071667 -0.497557 -0.7 0.2 -0.5
H 2.928531 -0.384133 0.377273 -0.2 -1.1 0.3
C -2.586669 -0.100689 0.058577 -1.3 -1.5 -0.5
C -2.046139 0.923526 0.244080 3.5 3.8 0.8
H -3.174572 -0.914040 -0.211610 -0.5 -0.9 -0.1
H -1.284637 1.744506 0.403209 -1.7 -1.3 -0.2
```
Positions in Å, forces in eV/Å.

Properties
E_HOMO	-8.824	eV
HOMO-LUMO gap	0.3606	Eh
DFT total energy	-247.1086	a.u.
energy relative to the best compared isomer or geometry (same formula, charge and spin)	521.6	kJ/mol
maximum force	0.1011	hartree/bohr

---

# C3H5NO

An isolated molecule of C3H5NO at a distorted geometry (the ωB97M-V functional and the def2-TZVPD basis, the OMol25 dataset).

```
10
Properties=species:S:1:pos:R:3:forces:R:3
C -0.917960 1.100690 0.120151 -0.2 -0.5 0.8
N -0.704537 0.252345 1.042130 0.2 0.9 1.2
C 0.491402 -0.527606 0.687428 -0.2 0.3 -0.1
C 0.335152 -0.540664 -0.806510 -0.6 1.6 -0.7
O -0.322379 0.968959 -1.064640 0.6 -2.6 0.7
H -1.566446 1.947020 0.349267 0.0 -0.1 -0.7
H 0.473111 -1.476875 1.246728 0.0 0.1 -0.8
H 1.402820 0.012206 0.995248 -0.3 0.0 0.0
H 1.169402 -0.389358 -1.464615 0.5 -0.6 0.0
H -0.360566 -1.346718 -1.105188 0.1 0.9 -0.3
```
Positions in Å, forces in eV/Å.

Properties
E_HOMO	-9.471	eV
HOMO-LUMO gap	0.3854	Eh
DFT total energy	-247.2549	a.u.
energy relative to the best compared isomer or geometry (same formula, charge and spin)	137.4	kJ/mol
maximum force	0.0531	hartree/bohr

---

# C3H5NO

A cluster of 2 separate species, C3H5NO in total at a distorted geometry (the ωB97M-V functional and the def2-TZVPD basis, the OMol25 dataset).

```
10
Properties=species:S:1:pos:R:3:forces:R:3
C -1.089369 -0.654231 -0.713853 -1.3 -2.8 2.3
C -0.988521 0.767527 -0.701114 1.4 0.3 -1.2
N -0.820925 1.899704 -0.675441 -0.3 0.5 0.1
H -0.913152 -0.910237 0.381562 -0.4 0.1 -1.0
H -2.193252 -0.832751 -0.841877 1.1 -0.4 -0.2
H -0.436975 -1.471502 -1.192216 -0.8 2.3 -0.2
C 1.653283 0.345899 0.891711 1.3 -4.1 1.0
O 1.911374 -0.391965 -0.051244 -0.1 1.5 1.7
H 1.006850 1.135430 0.892515 -1.6 2.8 -1.1
H 1.870691 0.112124 2.009954 0.6 -0.2 -1.5
```
Positions in Å, forces in eV/Å.

Properties
E_HOMO	-10.382	eV
HOMO-LUMO gap	0.3967	Eh
DFT total energy	-247.2302	a.u.
energy relative to the best compared isomer or geometry (same formula, charge and spin)	202.2	kJ/mol
maximum force	0.0855	hartree/bohr

---

# C3H5NO

An isolated molecule of C3H5NO at a distorted geometry (the ωB97M-V functional and the def2-TZVPD basis, the OMol25 dataset).

```
10
Properties=species:S:1:pos:R:3:forces:R:3
C -0.903988 -0.578133 -0.041046 0.9 -0.8 0.3
C -0.591543 0.817332 0.252952 0.3 -0.4 -0.1
N 0.715901 0.854950 -0.453454 1.1 1.0 0.4
C 1.417383 -0.205483 -0.241736 -0.2 0.8 -0.4
O 0.947222 -1.334102 0.164479 -1.9 1.0 -0.5
H -1.109142 -1.323324 0.694658 -0.8 -0.1 0.3
H -1.235525 -0.747179 -1.071090 0.5 -0.4 0.3
H -1.233507 1.588802 -0.201356 0.1 -0.6 0.0
H -0.496824 1.021588 1.331244 0.1 0.0 -0.3
H 2.490024 -0.094451 -0.434650 -0.1 -0.4 0.0
```
Positions in Å, forces in eV/Å.

Properties
E_HOMO	-9.193	eV
HOMO-LUMO gap	0.3369	Eh
DFT total energy	-247.2075	a.u.
energy relative to the best compared isomer or geometry (same formula, charge and spin)	261.9	kJ/mol
maximum force	0.0433	hartree/bohr

---

# C3H5NO

An isolated molecule of C3H5NO (the ωB97M-V functional and the def2-TZVPD basis, the OMol25 dataset).

```
10
Properties=species:S:1:pos:R:3:forces:R:3
N 1.053993 -0.414796 1.407509 -0.3 0.2 -0.3
C 0.407844 -0.139921 0.364461 0.1 -0.1 0.2
C -0.714336 0.792870 -0.037755 -0.1 0.2 0.2
O -0.892038 0.032513 -1.242421 -0.1 0.0 -0.3
C 0.316312 -0.724273 -1.026166 0.2 -0.2 -0.1
H 0.722710 0.216536 2.140551 0.2 -0.1 0.2
H -1.604180 0.814065 0.603779 0.1 -0.1 -0.1
H -0.382160 1.821448 -0.240654 -0.1 -0.1 0.0
H 1.117798 -0.401469 -1.703503 -0.1 -0.1 0.1
H 0.169871 -1.806069 -1.111478 0.0 0.2 0.1
```
Positions in Å, forces in eV/Å.

Properties
E_HOMO	-10.169	eV
HOMO-LUMO gap	0.4097	Eh
DFT total energy	-247.2420	a.u.
energy relative to the best compared isomer or geometry (same formula, charge and spin)	171.2	kJ/mol
maximum force	0.0095	hartree/bohr